No. 1
ORCA calculation (ωB97M-V with the def2-TZVPD basis set) on C40H32F12NO2Ta as an isolated structure.

Properties
orbital gap = 5.252 eV
total charge = -2
relative energy (zero: lowest compared OMol25 entry of this formula, charge and spin) = 0.000 eV
E_LUMO = 4.453 eV
spin multiplicity = 1
electronic energy = -3004.2344 Ha

Positions of all 88 atoms, in Å:
Ta  0.0759  -0.0816  -0.1477
C  2.9957  -0.0509  6.1235
C  2.1599  0.3286  4.9271
C  2.3658  1.5216  4.2451
C  1.5983  1.8602  3.1478
C  0.5667  1.0258  2.7013
N  -0.2405  1.3468  1.6088
C  -0.7892  2.6126  1.5991
C  -0.9173  3.3568  2.7956
C  -1.3278  4.6725  2.8236
C  -1.6532  5.3472  1.6536
C  -2.0359  6.8042  1.6387
C  -1.6411  4.6006  0.4863
C  -1.2902  3.2536  0.4364
C  -1.4927  2.5159  -0.8928
O  -1.3140  1.1666  -0.8630
C  -0.5713  3.1393  -1.9980
F  -0.2771  2.2527  -2.9517
F  0.5812  3.5770  -1.4897
F  -1.1504  4.2008  -2.6194
C  -2.9863  2.6341  -1.3440
F  -3.7690  2.0056  -0.4635
F  -3.5000  3.8725  -1.4753
F  -3.1604  2.0414  -2.5381
C  0.4002  -0.2124  3.3495
C  1.1802  -0.5349  4.4527
C  -0.5964  -1.1586  2.6821
O  -0.2733  -1.3450  1.3612
C  -0.5385  -2.5858  3.2873
F  0.7004  -3.0839  3.2165
F  -0.9001  -2.6385  4.5888
F  -1.3297  -3.4398  2.6289
C  -2.0802  -0.6172  2.8158
F  -2.1667  0.4570  3.6130
F  -2.9244  -1.5313  3.3596
F  -2.6083  -0.2992  1.6394
H  3.6952  0.7471  6.3779
H  3.5785  -0.9557  5.9322
H  2.3731  -0.2437  7.0014
H  3.1543  2.1940  4.5660
H  1.7859  2.7834  2.6140
H  -0.6600  2.8747  3.7282
H  -1.3843  5.1871  3.7789
H  -1.9961  7.2265  2.6450
H  -3.0495  6.9511  1.2550
H  -1.3619  7.3882  1.0063
H  -1.9219  5.0921  -0.4361
H  1.0431  -1.4782  4.9626
C  1.9599  0.6181  -0.4807
C  2.9528  1.3238  -0.7236
C  4.0416  2.1301  -1.0061
C  4.4397  2.2724  -2.3953
C  5.7452  2.6198  -2.8011
C  6.0957  2.7009  -4.1391
C  5.1714  2.4333  -5.1416
C  3.8803  2.0726  -4.7650
C  3.5216  1.9975  -3.4326
C  4.7275  2.7731  0.1068
C  5.4123  3.9992  -0.0204
C  6.0456  4.5973  1.0558
C  6.0240  4.0095  2.3150
C  5.3306  2.8137  2.4712
C  4.6941  2.2116  1.4002
H  6.5055  2.7965  -2.0515
H  7.1162  2.9631  -4.4008
H  5.4498  2.4970  -6.1870
H  3.1361  1.8512  -5.5225
H  2.5080  1.7241  -3.1635
H  5.4155  4.5010  -0.9793
H  6.5523  5.5465  0.9119
H  6.5229  4.4775  3.1556
H  5.2915  2.3358  3.4439
H  4.1535  1.2838  1.5450
C  1.0858  -0.9751  -3.6025
C  0.3205  -2.0489  -2.8240
C  -0.8930  -2.4926  -3.6548
C  1.2477  -3.2569  -2.6180
C  -0.1173  -1.5202  -1.4777
H  1.4369  -1.3565  -4.5687
H  1.9495  -0.6375  -3.0263
H  0.4434  -0.1094  -3.7827
H  -0.5871  -2.8670  -4.6395
H  -1.5745  -1.6508  -3.7974
H  -1.4405  -3.2876  -3.1395
H  1.5729  -3.6758  -3.5791
H  0.7353  -4.0399  -2.0520
H  2.1276  -2.9511  -2.0497
H  -0.7963  -2.2486  -0.9903

---

No. 2
ORCA calculation (ωB97M-V with the def2-TZVPD basis set) on one molecule with the formula C12H11ClN2 at a distorted geometry.

Properties
orbital gap (alpha / beta) = 6.956 / 7.063 eV
E_LUMO (alpha / beta) = -1.150 / -1.241 eV
spin multiplicity = 1
electronic energy = -1033.4212 Ha

Positions of all 26 atoms, in Å:
C  -3.0924  -0.3092  -0.0412
C  2.6765  -1.4884  -0.3179
C  2.1171  -2.1316  0.7826
C  2.0947  -0.3516  -0.8721
C  1.0205  -1.6682  1.3898
C  0.9659  0.1833  -0.2213
C  0.4741  -0.4373  0.9180
C  -0.5038  2.1950  0.1485
C  -1.1236  0.1908  -1.4792
C  -0.7602  1.4746  1.5086
C  0.1235  1.1610  -0.8595
C  -1.8779  -0.6559  -0.6174
N  -4.1735  -0.1530  0.2702
N  -0.5441  0.0761  1.6077
Cl  -1.2339  -2.2203  -0.5807
H  3.3929  -2.1025  -0.9686
H  2.4364  -3.1802  0.8808
H  2.3550  0.1359  -1.8026
H  0.4757  -2.1501  2.2272
H  -1.3893  2.7359  -0.1596
H  0.3115  2.9091  0.2490
H  -1.8051  0.7814  -2.0892
H  -0.4262  -0.3750  -2.2334
H  -0.1145  2.0311  2.3124
H  -1.8726  1.8120  1.7674
H  0.4734  1.5369  -1.8198

---

No. 3
ORCA calculation (ωB97M-V with the def2-TZVPD basis set) on a 2-piece molecular cluster, C8H17N2O overall at a distorted geometry.

Properties
orbital gap = 10.036 eV
total charge = +1
relative energy (zero: lowest compared OMol25 entry of this formula, charge and spin) = 1.671 eV
E_LUMO = -3.958 eV
spin multiplicity = 1
electronic energy = -499.4710 Ha

Positions of all 28 atoms, in Å:
C  -2.2726  -0.4875  -0.0438
C  2.8080  -0.5482  0.1924
C  2.3795  0.0544  -1.1376
C  1.6857  -1.4209  0.6962
C  1.0231  0.8316  -0.9017
C  0.6202  -0.3429  1.2927
C  0.0667  0.1792  0.0120
C  -3.3861  -0.3261  -1.0443
N  -2.1733  -1.1705  1.0432
N  -1.0926  0.0676  -0.5601
O  -0.7009  2.3358  1.1925
H  3.6892  -1.0142  -0.0449
H  3.1040  0.2201  0.8179
H  3.1733  0.8079  -1.4190
H  2.1411  -0.8133  -1.7810
H  1.3297  -1.9984  -0.0356
H  1.8142  -1.9640  1.6016
H  1.3169  1.7449  -0.4015
H  0.7207  0.9987  -2.0000
H  -0.2020  -0.6422  1.9025
H  1.1475  0.3634  1.8671
H  -4.1861  -1.1584  -0.8157
H  -3.0422  -0.4979  -1.9751
H  -3.6882  0.7447  -1.1474
H  -2.9312  -1.6565  1.4799
H  -1.3984  2.0666  1.8720
H  -1.0654  0.4811  -1.4674
H  -0.8807  3.1451  0.8049

---

No. 4
ORCA calculation (ωB97M-V with the def2-TZVPD basis set) on one molecule with the formula C2H2N4OS at a distorted geometry.

Properties
SMILES string = [O-][N+](=S)c1c[nH]nn1
orbital gap = 7.843 eV
relative energy (zero: lowest compared OMol25 entry of this formula, charge and spin) = 2.975 eV
E_LUMO = -1.420 eV
spin multiplicity = 1
electronic energy = -769.7137 Ha

Positions of all 10 atoms, in Å:
C  0.4125  -0.0531  0.1084
C  -0.7481  0.7717  -0.0739
H  -0.8004  1.8637  -0.1922
H  -2.7359  -0.2017  0.0129
N  1.8572  0.2263  0.0409
N  -1.7322  -0.1774  -0.2037
N  -1.2622  -1.3626  0.0384
N  0.0062  -1.3965  0.2638
O  2.0942  1.4195  0.1187
S  2.9087  -1.0899  -0.1133

---

No. 5
ORCA calculation (ωB97M-V with the def2-TZVPD basis set) on an isolated ion of composition C5H14N3 and charge +1 at a distorted geometry.

Properties
SMILES string = CNCCN(C)C=[NH2+]
orbital gap = 10.204 eV
total charge = +1
relative energy (zero: lowest compared OMol25 entry of this formula, charge and spin) = 2.095 eV
E_LUMO = -2.916 eV
spin multiplicity = 1
electronic energy = -362.9022 Ha

Positions of all 22 atoms, in Å:
C  0.0128  1.3339  -0.6993
C  -1.0176  1.0471  0.4627
C  0.7939  -0.8478  -0.5468
C  2.3169  0.8673  0.3273
C  -2.3288  -0.9495  -0.3390
N  1.1448  0.4189  -0.3725
N  1.4298  -1.8228  0.0751
N  -1.3179  -0.3685  0.6023
H  -0.4617  1.2563  -1.6787
H  0.3088  2.3800  -0.6039
H  -0.5187  1.4472  1.2754
H  -1.9504  1.6177  0.4363
H  -0.1348  -1.0792  -1.1670
H  3.2049  0.6015  -0.2586
H  2.3065  2.0420  0.3911
H  2.2534  0.4110  1.2984
H  -1.9788  -0.6848  -1.3070
H  -2.3257  -2.0823  -0.2358
H  -3.2544  -0.4261  -0.1336
H  1.8943  -1.7485  0.9411
H  1.2597  -2.8358  -0.0335
H  -1.6372  -0.5777  1.5662

---

No. 6
ORCA calculation (ωB97M-V with the def2-TZVPD basis set) on C40H37AsIrN5O2SSe as an isolated structure.

Properties
orbital gap = 6.496 eV
total charge = +2
relative energy (zero: lowest compared OMol25 entry of this formula, charge and spin) = 0.332 eV
E_LUMO = -5.948 eV
spin multiplicity = 1
electronic energy = -7110.0176 Ha

Positions of all 88 atoms, in Å:
Ir  -0.1896  -0.0373  0.3450
O  -1.4652  -1.3617  -0.7034
N  -1.5361  -2.6681  -0.4628
C  -0.4439  -3.4013  -0.1880
C  -0.5511  -4.7649  -0.0145
C  -1.7881  -5.3775  -0.1387
C  -2.8956  -4.5955  -0.4345
C  -2.7489  -3.2354  -0.5907
H  0.4914  -2.8588  -0.1628
H  0.3440  -5.3333  0.1943
H  -1.8869  -6.4471  -0.0182
H  -3.8785  -5.0288  -0.5503
H  -3.5440  -2.5457  -0.8301
N  -3.5654  -1.7300  6.5141
C  -3.0707  -0.5745  6.0248
O  -2.9696  0.4601  6.6471
C  -2.5579  -0.6000  4.6051
C  -2.9155  0.4377  3.7567
C  -2.3044  0.5424  2.5252
N  -1.3565  -0.3135  2.1248
C  -1.0463  -1.3454  2.9203
C  -1.6275  -1.5316  4.1598
H  -3.9248  -1.7326  7.4560
H  -3.7472  -2.5254  5.9286
H  -3.6365  1.1790  4.0738
H  -2.5380  1.3407  1.8314
H  -0.2766  -2.0200  2.5621
H  -1.3143  -2.3597  4.7818
C  1.2258  0.3655  4.6682
N  0.4877  1.5526  4.2442
C  -0.2575  2.3574  5.0782
C  -0.7425  3.3673  4.3226
N  -0.2941  3.1618  3.0364
C  -0.5267  4.0927  1.9313
C  0.4477  2.0467  2.9967
Se  1.3977  1.3398  1.5078
H  1.1943  0.3178  5.7526
H  2.2589  0.4333  4.3391
H  0.7688  -0.5287  4.2486
H  -0.3782  2.1434  6.1257
H  -1.3666  4.2039  4.5836
H  -0.0360  5.0386  2.1499
H  -1.5958  4.2540  1.8140
H  -0.1236  3.6704  1.0137
S  -1.6673  1.4291  -0.5825
C  -0.9152  2.7185  -1.5336
C  0.3123  3.3247  -1.2941
C  0.7127  4.4072  -2.0671
C  -0.1084  4.9031  -3.0670
C  -1.3386  4.3018  -3.3053
C  -1.7366  3.2065  -2.5576
H  0.9708  2.9529  -0.5196
H  1.6778  4.8604  -1.8795
H  0.2065  5.7501  -3.6613
H  -1.9873  4.6784  -4.0853
H  -2.6912  2.7332  -2.7542
C  4.4013  2.9155  -2.9843
C  4.5015  2.2686  -1.7592
C  3.5247  1.3635  -1.3749
C  2.4498  1.1097  -2.2219
C  2.3439  1.7571  -3.4458
C  3.3276  2.6596  -3.8250
As  1.1195  -0.1573  -1.6673
C  0.1777  -0.7431  -3.2282
C  -0.7521  -0.0511  -3.9826
C  -1.3138  -0.6748  -5.0894
C  -0.9498  -1.9740  -5.4181
C  -0.0252  -2.6679  -4.6505
C  0.5510  -2.0550  -3.5442
C  1.5377  -2.6809  -2.6335
C  2.0138  -3.9848  -2.7183
C  2.9181  -4.4527  -1.7743
C  3.3604  -3.6343  -0.7410
C  2.8947  -2.3284  -0.6461
C  1.9967  -1.8645  -1.5945
H  5.1674  3.6173  -3.2861
H  5.3435  2.4636  -1.1085
H  3.6141  0.8535  -0.4211
H  1.5086  1.5616  -4.1058
H  3.2542  3.1617  -4.7804
H  -1.0396  0.9567  -3.7192
H  -2.0352  -0.1456  -5.6978
H  -1.3885  -2.4508  -6.2846
H  0.2487  -3.6780  -4.9261
H  1.6899  -4.6385  -3.5178
H  3.2920  -5.4652  -1.8515
H  4.0748  -4.0100  -0.0205
H  3.2409  -1.6857  0.1561